(1)
C23H51AlBrF9MgN4NbO13PS | ωB97M-V/def2-TZVPD

Last column: Löwdin charge in e.
Atoms and positions in Å:
O: -4.791 -1.596 -0.720  -0.030
C: -3.546 -1.948 -1.053  -0.120
O: -2.721 -0.980 -1.809  -0.148
C: -1.798 -1.814 -2.592  -0.319
C: -0.353 -2.119 -1.805  -0.314
Nb: 1.018 -0.351 -2.207  1.363
C: 2.914 -1.593 -2.276  -0.360
C: 2.767 -3.165 -1.848  -0.257
C: 4.269 -3.851 -2.117  -0.208
C: 4.922 -4.534 -0.779  -0.206
C: 6.338 -3.839 -0.296  -0.219
C: 6.250 -2.200 -0.255  -0.264
C: 7.573 -1.512 0.479  -0.421
S: 7.531 -2.043 2.299  0.809
C: 6.126 -1.120 3.133  -0.448
N: 5.517 -1.231 4.515  0.007
N: 4.515 -0.235 4.515  -0.007
C: 4.480 0.538 3.212  0.001
O: 5.504 -0.049 2.318  -0.135
C: 2.199 1.551 -2.831  -0.376
C: 3.675 1.651 -2.123  -0.252
O: 3.811 3.067 -1.653  -0.095
C: 4.946 1.376 -3.122  -0.187
F: 5.535 0.021 -3.030  0.011
F: 4.691 1.651 -4.555  0.023
F: 6.033 2.334 -2.700  0.008
H: -3.101 -2.977 -0.719  0.177
H: -1.468 -1.315 -3.621  0.089
H: -2.251 -2.869 -2.894  0.130
H: -0.619 -2.113 -0.656  0.082
H: 0.004 -3.154 -2.215  0.063
H: 1.272 0.007 -0.421  -0.013
H: -0.455 0.732 -2.122  -0.117
H: 0.796 -0.659 -3.993  -0.069
H: 3.334 -1.561 -3.380  0.079
H: 3.767 -1.135 -1.579  0.049
H: 2.408 -3.358 -0.751  0.114
H: 2.069 -3.673 -2.672  0.101
H: 4.137 -4.730 -2.913  0.118
H: 4.999 -3.072 -2.649  0.105
H: 5.186 -5.665 -1.045  0.118
H: 4.094 -4.575 0.046  0.113
H: 6.610 -4.302 0.751  0.091
H: 7.175 -4.152 -1.079  0.127
H: 6.258 -1.826 -1.365  0.093
H: 5.252 -1.832 0.235  0.117
H: 7.442 -0.338 0.353  0.106
H: 8.598 -1.896 0.008  0.114
H: 3.792 1.424 2.861  0.154
H: 2.193 1.681 -3.994  0.082
H: 1.562 2.462 -2.398  -0.107
H: 3.737 0.997 -1.130  0.165
H: 3.768 3.669 -2.465  0.129
Mg: 0.105 2.663 -2.292  1.134
O: 1.855 -1.439 6.434  -0.088
H: 2.595 -1.042 5.951  -0.012
H: 1.076 -0.981 6.085  0.021
C: -5.422 1.919 -0.257  -0.811
O: -4.976 1.062 -1.057  0.066
O: -6.308 1.378 0.566  0.124
O: -5.172 3.138 -0.125  0.062
H: -6.199 0.502 0.143  0.115
F: -0.001 -1.768 3.625  -0.130
P: 0.964 -0.965 2.702  -0.032
F: -0.455 -0.797 2.081  -0.152
F: 1.462 -0.213 3.973  -0.154
F: 1.277 0.490 2.239  -0.173
F: 1.455 -1.453 1.306  -0.205
F: 2.048 -2.048 2.988  -0.142
C: -7.009 4.486 -3.078  -0.219
O: -8.294 4.528 -2.480  -0.309
C: -8.256 4.183 -1.094  -0.138
C: -9.536 4.646 -0.393  -0.105
O: -9.511 6.038 -0.054  -0.011
C: -9.691 6.946 -1.148  -0.266
C: -11.138 7.006 -1.643  -0.160
O: -11.415 5.904 -2.508  -0.217
C: -12.805 5.728 -2.717  -0.079
H: -6.580 3.483 -2.998  0.126
H: -7.114 4.745 -4.135  -0.203
H: -6.349 5.221 -2.607  0.098
H: -7.385 4.643 -0.613  0.139
H: -8.177 3.093 -1.027  0.145
H: -9.608 4.117 0.563  0.154
H: -10.432 4.395 -0.964  0.135
H: -8.989 6.733 -1.957  -0.225
H: -9.429 7.932 -0.752  0.144
H: -11.289 7.927 -2.217  0.141
H: -11.820 6.994 -0.785  0.152
H: -13.309 5.505 -1.771  0.100
H: -12.947 4.877 -3.390  0.099
H: -13.241 6.619 -3.178  0.099
O: 9.089 -4.433 4.634  0.303
H: 10.041 -4.164 4.583  0.207
H: 8.486 -3.660 4.490  0.150
H: 8.887 -4.896 5.487  0.164
Al: -8.225 5.038 -5.433  1.075
C: 6.679 -6.444 6.766  -0.715
O: 7.121 -5.354 7.092  0.011
N: 7.459 -7.531 6.619  0.154
N: 5.373 -6.657 6.523  0.175
H: 7.113 -8.437 6.351  0.109
H: 8.449 -7.414 6.792  0.109
H: 4.752 -5.865 6.622  0.128
H: 4.991 -7.547 6.254  0.110
Br: -8.160 7.385 -3.087  0.732

Values from the calculation:
Kohn-Sham gap = 1.7 eV
HOMO level = -11.2 eV
E = -6814.34316 Eh
total charge = +2
spin multiplicity = 1


(2)
C23H51BF2N5O6S2 | ωB97M-V/def2-TZVPD

Last column: Löwdin charge in e.
Atoms and positions in Å:
C: 5.333 0.843 3.297  -0.093
C: 3.816 0.624 3.256  -0.246
N: 3.100 1.654 2.490  0.043
C: 2.605 1.165 1.193  -0.469
O: 3.696 0.537 0.503  0.047
O: 1.664 0.212 1.466  0.102
B: 0.524 0.341 0.549  -0.897
N: -0.787 0.424 1.423  0.215
C: -1.822 0.004 0.993  -0.805
S: -3.133 -0.759 0.503  0.648
S: 0.593 -1.290 -0.571  0.730
O: 1.881 -1.902 -0.648  -0.286
O: -0.060 -1.010 -1.827  -0.316
F: -0.309 -2.426 0.165  -0.239
O: 0.734 1.553 -0.143  0.050
C: 1.904 2.245 0.285  -0.292
C: 1.279 3.478 1.013  -0.089
C: 2.126 4.389 1.904  -0.162
C: 3.098 5.325 1.182  -0.176
F: 4.420 4.849 1.373  -0.100
C: 2.702 2.771 -0.919  -0.043
C: 3.080 1.815 -2.078  -0.329
O: 2.464 0.559 -2.001  -0.042
C: 4.635 1.625 -2.183  -0.228
N: 4.963 0.289 -2.665  0.011
H: 5.549 1.903 3.466  0.068
H: 5.757 0.299 4.142  0.065
H: 5.814 0.560 2.359  0.063
H: 3.477 0.708 4.295  0.103
H: 3.562 -0.382 2.934  0.118
H: 3.774 2.386 2.280  0.084
H: 4.435 1.153 0.522  0.076
H: 0.467 3.082 1.625  0.128
H: 0.801 4.093 0.247  0.120
H: 1.431 5.039 2.448  0.111
H: 2.691 3.872 2.669  0.091
H: 2.951 5.348 0.104  0.102
H: 3.089 6.321 1.623  0.107
H: 2.162 3.616 -1.348  0.116
H: 3.637 3.184 -0.517  0.109
H: 2.794 2.299 -3.019  0.137
H: 1.814 0.481 -2.702  0.100
H: 5.094 1.838 -1.210  0.085
H: 5.061 2.326 -2.904  0.109
H: 4.949 -0.393 -1.921  0.072
H: 5.849 0.279 -3.148  0.053
C: -5.301 6.066 -1.971  -0.100
C: -4.104 5.179 -1.654  -0.283
N: -4.465 3.972 -0.941  -0.200
C: -3.323 3.271 -0.366  -0.241
C: -2.274 2.695 -1.317  -0.071
C: -5.457 3.132 -1.587  -0.249
C: -5.161 2.627 -3.005  -0.083
H: -5.875 6.277 -1.067  0.076
H: -4.958 7.015 -2.387  0.067
H: -5.966 5.609 -2.705  0.060
H: -3.418 5.747 -1.018  0.115
H: -3.559 4.972 -2.590  0.100
H: -3.699 2.467 0.272  0.095
H: -2.823 3.969 0.315  0.109
H: -2.635 1.807 -1.834  0.059
H: -1.392 2.391 -0.750  0.053
H: -1.941 3.423 -2.061  0.069
H: -6.402 3.684 -1.615  0.097
H: -5.652 2.277 -0.936  0.114
H: -4.805 3.425 -3.659  0.063
H: -6.076 2.227 -3.448  0.067
H: -4.425 1.826 -3.009  0.057
C: -2.432 -5.014 0.499  -0.084
C: -1.232 -5.886 0.834  -0.263
N: -1.587 -7.120 1.521  -0.202
C: -0.451 -7.801 2.111  -0.257
C: 0.639 -8.339 1.175  -0.090
C: -2.549 -7.962 0.837  -0.255
C: -2.215 -8.433 -0.585  -0.087
H: -3.034 -4.817 1.388  0.082
H: -2.084 -4.061 0.107  0.049
H: -3.070 -5.471 -0.260  0.065
H: -0.574 -5.314 1.492  0.120
H: -0.662 -6.070 -0.089  0.105
H: -0.824 -8.623 2.731  0.106
H: 0.019 -7.101 2.810  0.109
H: 0.311 -9.227 0.634  0.051
H: 1.515 -8.626 1.761  0.066
H: 0.961 -7.590 0.452  0.068
H: -3.500 -7.423 0.798  0.099
H: -2.748 -8.835 1.467  0.110
H: -1.857 -7.615 -1.211  0.067
H: -3.114 -8.836 -1.057  0.067
H: -1.466 -9.224 -0.592  0.050

Values from the calculation:
Kohn-Sham gap = 8.6 eV
HOMO level = -5.9 eV
E = -2653.29007 Eh
total charge = -1
spin multiplicity = 1